# 1
Formula: C13H36O15P4S
Source: OMol25
Level of theory: the ωB97M-V functional and the def2-TZVPD basis

Last column: Mulliken charge in e.
Positions of all 69 atoms, in Å:
C 0.367 -0.802 -4.783  -0.6893
C 1.162 -1.434 -6.033  -0.4989
P 0.815 -3.328 -6.136  -0.0957
C 1.511 -3.929 -4.497  -0.8491
O -0.876 -3.374 -6.302  -0.1817
C -1.642 -4.061 -5.400  0.6504
O -1.363 -4.978 -4.628  -0.4518
O -3.054 -3.728 -5.433  -0.3024
S -3.376 -2.407 -4.437  -0.0435
H -0.298 -1.619 -4.319  0.0922
H -0.348 0.035 -5.098  0.2642
H 1.106 -0.443 -3.993  0.2929
H 0.664 -1.010 -6.979  0.3007
H 2.275 -1.236 -6.042  0.3867
H 1.344 -5.043 -4.289  0.3396
H 1.170 -3.308 -3.595  0.2905
H 2.655 -3.816 -4.572  0.3466
H -3.819 -1.309 -5.168  0.1682
C -1.042 0.795 1.841  -0.5319
O -1.535 0.565 0.529  -0.2933
P -1.333 1.697 -0.590  0.9378
O -0.047 1.640 -1.318  -0.6737
O -1.621 3.072 0.180  -0.2491
C -0.524 3.822 0.687  -0.7787
O -2.647 1.556 -1.479  -0.3397
C -2.616 0.742 -2.640  -0.4463
H -0.979 -0.153 2.371  0.2853
H -0.048 1.249 1.819  0.3010
H -1.734 1.451 2.376  0.1751
H 0.430 3.307 0.557  0.3727
H -0.683 3.988 1.755  0.2772
H -0.481 4.787 0.181  0.2816
H -3.117 -0.207 -2.439  0.2387
H -1.598 0.552 -2.986  0.1186
H -3.156 1.263 -3.431  0.3044
C -2.845 4.466 7.588  -0.5966
O -3.337 4.231 6.277  -0.3055
P -3.141 5.362 5.156  1.0486
O -1.852 5.311 4.427  -0.6303
O -3.433 6.737 5.925  -0.3454
C -2.340 7.490 6.430  -0.6851
O -4.454 5.213 4.267  -0.3361
C -4.421 4.397 3.105  -0.4206
H -2.777 3.519 8.120  0.2695
H -1.852 4.925 7.565  0.2985
H -3.540 5.119 8.122  0.2443
H -1.384 6.978 6.298  0.3470
H -2.498 7.656 7.498  0.2662
H -2.301 8.454 5.923  0.2526
H -4.918 3.447 3.307  0.2702
H -3.403 4.211 2.758  0.0796
H -4.964 4.916 2.315  0.2473
C 6.294 -5.843 0.520  -0.5737
O 4.880 -5.735 0.574  -0.3530
P 4.161 -4.518 -0.185  1.0159
O 3.853 -4.760 -1.611  -0.5844
O 5.107 -3.257 0.104  -0.3154
C 6.071 -2.881 -0.870  -0.6924
O 2.917 -4.198 0.756  -0.3113
C 1.660 -4.797 0.477  -0.6333
H 6.587 -6.853 0.803  0.2740
H 6.671 -5.641 -0.487  0.2867
H 6.737 -5.138 1.227  0.2449
H 6.111 -3.580 -1.708  0.3486
H 7.053 -2.858 -0.392  0.2627
H 5.835 -1.886 -1.246  0.2578
H 1.481 -5.619 1.172  0.2554
H 1.595 -5.165 -0.549  0.3076
H 0.888 -4.041 0.622  0.2063

Properties
Charge = 0
SMILES = CCP(C)OC(=O)OS.COP(=O)(OC)OC.COP(=O)(OC)OC.COP(=O)(OC)OC

***

# 2
Formula: C12H39N3O6
Source: OMol25
Level of theory: the ωB97M-V functional and the def2-TZVPD basis

Last column: Mulliken charge in e.
Positions of all 60 atoms, in Å:
C 5.814 1.115 -1.159  -0.6740
O 5.247 1.728 -0.078  -0.3491
C 4.859 0.924 0.990  -0.8463
C 3.608 0.026 0.710  0.8912
C 2.596 0.948 0.092  -0.7108
N 3.010 -0.449 1.916  -0.7030
H 6.855 0.963 -0.874  0.3650
H 5.901 1.706 -2.071  0.2467
H 5.390 0.151 -1.438  0.2338
H 5.737 0.383 1.343  0.3962
H 4.684 1.734 1.699  0.2434
H 3.792 -0.825 0.054  -0.1298
H 3.053 1.398 -0.790  0.3647
H 2.162 1.774 0.656  0.2910
H 1.757 0.316 -0.199  -0.0646
H 2.178 -0.966 1.668  0.1047
H 2.525 0.231 2.483  0.3527
C -5.952 2.523 3.163  -0.6843
O -4.573 2.382 2.889  -0.3906
C -4.235 1.757 1.700  -0.5329
C -4.303 0.166 1.800  0.3431
C -3.584 -0.445 3.028  -1.1800
N -3.662 -0.468 0.728  -0.5931
H -6.103 3.105 4.072  0.2528
H -6.398 1.535 3.280  0.2890
H -6.468 2.998 2.329  0.3024
H -4.891 2.119 0.908  0.3505
H -3.230 1.998 1.355  0.2521
H -5.337 -0.181 1.804  0.4037
H -2.507 -0.360 2.882  0.2775
H -3.818 -1.509 3.057  0.3731
H -3.971 -0.012 3.950  0.3184
H -3.540 -1.470 0.714  0.2221
H -2.734 -0.137 0.949  0.2057
C 3.384 -1.938 -2.942  -0.6893
O 2.195 -1.292 -3.301  -0.3195
C 1.144 -1.725 -2.472  -0.0590
C -0.146 -1.033 -2.867  0.0965
C -0.046 0.477 -2.962  -1.3714
N -1.158 -1.250 -1.875  -0.5218
H 3.408 -2.986 -3.241  0.3464
H 3.582 -1.948 -1.870  0.2032
H 4.181 -1.458 -3.510  0.2555
H 0.946 -2.791 -2.589  0.4113
H 1.310 -1.382 -1.451  -0.1923
H -0.424 -1.359 -3.870  0.4025
H -0.959 1.001 -3.244  0.4001
H 0.744 0.719 -3.673  0.3747
H 0.245 0.947 -2.023  0.1893
H -1.999 -0.902 -2.313  0.3277
H -1.290 -2.245 -1.766  0.1764
O 0.876 -2.352 1.700  -0.6361
H 0.985 -2.788 2.545  0.2601
H 1.607 -2.670 1.170  0.2955
O -3.627 0.932 -1.883  -0.6744
H -3.506 0.481 -1.048  0.3169
H -3.266 1.807 -1.738  0.3247
O -0.733 -0.103 0.666  -0.6628
H -1.024 -0.478 -0.166  0.2202
H -0.291 -0.825 1.113  0.3044

Properties
Charge = 0
Relative energy (zero: lowest compared OMol25 entry of this formula, charge and spin) = 159.7 kJ/mol
SMILES = COC[C@H](C)N.COC[C@H](C)N.COC[C@H](C)N.O.O.O

***

# 3
Formula: C5H38NO14
Source: OMol25
Level of theory: the ωB97M-V functional and the def2-TZVPD basis

Last column: Mulliken charge in e.
Positions of all 58 atoms, in Å:
C 1.968 2.449 1.304  -0.6765
O 0.981 2.459 2.291  -0.4467
C 1.471 1.884 -0.066  0.4722
C 0.306 2.796 -0.570  -1.0846
C -0.970 2.460 -0.006  -0.2248
C -2.080 1.963 -0.481  -0.0330
N -3.145 1.624 0.479  -0.2557
H 2.467 3.464 1.277  0.4535
H 2.697 1.668 1.609  0.2327
H 1.342 2.947 3.050  0.2995
H 2.268 1.848 -0.767  0.2060
H 0.932 0.907 0.068  -0.4994
H 0.676 3.811 -0.327  0.3151
H 0.483 2.820 -1.629  0.3438
H -0.913 2.719 1.108  0.2393
H -2.441 1.923 -1.507  0.4475
H -3.740 2.396 0.834  0.4012
H -2.955 1.342 1.515  0.3663
H -3.800 0.895 0.051  0.3723
H 2.569 -0.943 0.270  0.0776
H 3.029 -1.886 1.188  0.2753
O 2.533 -1.048 1.227  -0.3454
H -3.558 -0.324 3.329  0.3009
H -2.180 -0.370 2.548  0.4182
O -3.155 -0.109 2.500  -0.7209
H 2.877 -0.726 -2.640  0.2610
H 2.923 -0.257 -4.214  0.2540
O 2.568 -0.194 -3.344  -0.5553
H -0.189 -2.236 -1.046  0.2862
H 0.274 -1.694 0.162  0.0540
O -0.111 -1.321 -0.631  -0.2361
H -3.426 -4.125 0.938  0.2919
H -4.176 -2.796 0.541  0.2922
O -3.337 -3.299 0.425  -0.5571
H 0.783 -0.936 -3.118  0.2328
H -0.601 -1.137 -3.723  0.4050
O 0.034 -1.527 -3.084  -0.5836
H 0.849 -3.092 2.872  0.3495
H 0.124 -1.825 2.900  0.3206
O -0.039 -2.765 2.652  -0.6973
H -0.043 0.064 1.830  0.2439
H 0.311 -0.027 3.144  0.4082
O -0.523 -0.025 2.659  -0.6069
H -0.833 1.477 -4.196  0.2291
H -2.145 0.669 -4.163  0.3015
O -1.493 1.084 -3.631  -0.5105
H 2.611 -0.907 3.331  0.2742
H 1.841 -0.743 4.727  0.2463
O 1.771 -1.015 3.799  -0.5887
H -2.638 -0.973 -2.636  0.2903
H -1.859 -2.270 -2.807  0.3519
O -2.628 -1.822 -3.127  -0.6573
H 2.275 -4.679 1.257  0.2954
H 1.041 -3.883 0.974  0.2779
O 1.989 -3.833 0.864  -0.6072
H 1.705 2.402 -3.901  0.2696
H 2.797 2.061 -2.705  0.3411
O 2.485 2.653 -3.407  -0.6113

Properties
Charge = +1
Relative energy (zero: lowest compared OMol25 entry of this formula, charge and spin) = 628.9 kJ/mol

***

# 4
Formula: C3H6N2O2
Source: OMol25
Level of theory: the ωB97M-V functional and the def2-TZVPD basis

Last column: Mulliken charge in e.
Positions of all 13 atoms, in Å:
N -2.398 0.119 -0.214  -0.5514
N -1.403 -0.981 0.029  -0.4789
C -0.176 -0.480 -0.067  0.5263
C 0.297 0.913 0.084  -0.1518
O 1.641 0.737 -0.320  -0.3242
C 2.181 -0.450 -0.019  -0.0587
O 0.921 -1.431 -0.109  -0.4038
H -3.036 -0.197 -0.910  0.2547
H -3.137 0.192 0.711  0.2571
H 0.026 1.225 1.185  0.2032
H -0.351 1.702 -0.564  0.2964
H 2.680 -0.460 1.064  0.2170
H 2.756 -0.887 -0.870  0.2142

Properties
Charge = 0
Relative energy (zero: lowest compared OMol25 entry of this formula, charge and spin) = 504.5 kJ/mol
SMILES = N/N=C1\COCO1

***

no.,total energy (Eh)
1,-3409.3339
2,-1096.1974
3,-1321.0854
4,-377.7672